A molecular structure, C26H31N3O4 at a distorted geometry. Source: the Open Molecules 2025 dataset; level of theory: ωB97M-V/def2-TZVPD.

Geometry (Å):
C 7.34391 1.86884 0.59710
H 8.47564 2.08340 0.23376
O 7.15724 0.71420 -0.12398
C 5.78186 0.10350 0.04870
C 5.62210 -1.33430 0.41645
C 4.29173 -1.79720 0.77913
C 3.10343 -1.12548 0.58533
C 3.28651 0.32613 -0.21306
C 4.52846 0.88084 -0.38660
O 4.73919 2.06516 -0.88757
C 5.13658 2.26549 -2.18552
H 6.07071 1.68012 -2.35654
H 4.52325 1.34922 -2.97420
H 5.30080 3.19039 -2.49078
O 2.14665 0.95886 -0.52803
C 2.00951 2.34629 -0.09647
H 2.42606 2.75099 -1.06965
H 0.99183 2.53487 0.06423
H 2.79581 2.81400 0.55503
C 1.86678 -1.63724 0.83943
O 1.78026 -2.54439 1.49630
N 0.72622 -1.23607 0.11190
H 0.94195 -0.44761 -0.63017
C -0.56862 -1.72798 0.41002
C -1.40904 -0.43795 0.20321
C -2.56455 -0.46205 -0.15344
N -3.16852 0.49520 0.30472
N -2.29850 1.47086 1.10404
C -1.34371 0.51257 1.33848
H -0.40186 0.80494 1.91130
C -4.42936 1.33109 -0.05875
C -4.85222 1.28897 -1.46786
C -6.02914 1.86482 -1.65960
C -6.94175 2.12414 -0.70574
C -6.56783 2.09914 0.64668
C -5.25711 1.85313 1.04593
C -4.87724 1.55474 2.27524
H -4.58968 0.55336 2.95174
H -4.07849 2.24902 2.66583
H -5.85007 1.94906 3.18850
H -7.13077 2.42234 1.57664
H -8.02779 2.72573 -0.69947
H -6.44627 1.85126 -2.68806
H -4.18357 0.85879 -2.08582
C -3.38212 -1.42217 -1.11577
H -3.01612 -1.23237 -2.09933
H -4.26397 -1.68243 -0.79162
C -2.44016 -2.98941 -0.82421
C -2.95996 -3.68502 -2.10529
H -2.78414 -3.32395 -2.91248
H -2.52459 -4.71440 -1.90892
H -4.04514 -3.83974 -2.08339
C -2.79717 -3.40520 0.37259
H -3.97058 -3.82606 0.54600
H -2.28334 -4.42987 0.78470
H -2.79219 -2.67404 1.50177
C -1.07236 -2.69245 -0.99038
H -0.88206 -2.12271 -1.80683
H -0.51436 -3.50074 -0.89588
H -0.28550 -2.39443 1.44136
H 4.29139 -2.77656 1.04107
H 6.54093 -1.71069 0.91360
H 6.68455 2.67569 0.10257
H 7.06581 1.75696 1.70716

Output
- ΔE to the lowest compared entry with this formula, charge and spin: 24.0961 eV
- Total charge: 0
- Max |F|: 15.71 eV/Å
- Energy: -1473.79568 Eh
- Orbital gap: 8.004 eV



2 unconnected molecules or ions with the total composition C4H11N2 at a distorted geometry. Source: the Open Molecules 2025 dataset; level of theory: ωB97M-V/def2-TZVPD.

Geometry (Å):
C -1.37114 0.95177 -0.89347
C -0.86803 0.33180 0.40671
C -1.04788 -0.97956 0.64833
N -0.45988 -1.72938 1.66865
H -2.44663 0.82129 -1.02490
H -1.19343 2.02829 -0.87309
H -0.90194 0.51215 -1.77917
H -0.70914 1.05394 1.20437
H -1.71065 -1.54150 -0.01024
H -1.11776 -2.38498 2.07253
H -0.12830 -1.10657 2.39807
C 2.11511 0.91570 -0.77808
N 1.92624 -0.27595 -0.36972
H 1.41751 1.71419 -0.56085
H 3.02991 1.17617 -1.29955
H 2.55695 -1.00136 -0.69333
H 0.90905 -0.48599 -0.11624

Output
- ΔE to the lowest compared entry with this formula, charge and spin: 2.5169 eV
- Total charge: +1
- Max |F|: 1.80 eV/Å
- Energy: -268.21240 Eh
- Orbital gap: 7.377 eV